# 1
# C25H46Cl2N4O4

A cluster of 3 separate species, C25H46Cl2N4O4 in total in a non-equilibrium geometry (ωB97M-V/def2-TZVPD, the Open Molecules 2025 dataset).

Last column: Mulliken charge in e.
Element x y z (Å)
C -6.06557 0.42753 -5.40328  -0.819
C -5.15929 1.52606 -4.58401  0.419
N -5.46379 2.89033 -4.56362  -0.670
C -3.81955 0.99065 -3.80373  -0.312
O -3.96123 -0.33013 -3.16304  -0.323
C -2.54150 -0.78386 -2.99423  0.586
O -2.04237 -1.72686 -3.81781  -0.498
N -1.74798 -0.08079 -1.91435  -0.159
C -1.20356 -1.02876 -0.86973  0.017
Cl 0.04019 -2.36484 -1.36290  -0.162
C -1.58456 -0.95082 0.58948  0.262
C -2.64936 0.17674 1.19218  -0.854
Cl -0.79900 -2.15039 1.81574  -0.194
H -6.75261 -0.10433 -4.59964  0.242
H -5.29078 -0.34613 -5.87870  0.268
H -6.71851 0.89041 -6.26737  0.299
H -4.68906 3.33402 -3.99100  0.259
H -2.92094 0.95355 -4.56500  0.338
H -3.55086 1.77699 -2.96684  0.137
H -2.24633 0.73992 -1.50716  0.297
H -3.69848 0.09176 0.65257  0.352
H -2.81808 -0.05508 2.32789  0.285
H -2.20747 1.27751 1.06752  0.201
C -0.66346 4.58307 5.52709  -1.837
C -1.40216 3.78901 4.41255  1.858
C -1.95129 4.76815 3.33884  -1.154
C -3.18534 5.54502 3.79024  -0.496
C -4.26023 4.60738 4.32405  -1.202
C -3.74220 3.64952 5.42779  1.600
N -2.47785 2.94309 5.03168  0.147
O -2.82307 1.94448 4.10288  -0.390
C -3.51721 4.44480 6.74223  -1.645
C -4.89137 2.65701 5.80217  -1.773
C -0.26811 2.93798 3.75013  -1.628
H -0.65759 4.03211 6.47483  0.348
H 0.38843 4.76291 5.27291  0.480
H -1.09178 5.57238 5.70186  0.318
H -2.21380 4.21212 2.42810  0.287
H -1.17093 5.48096 3.04387  0.346
H -2.91460 6.28663 4.54957  0.298
H -3.58686 6.11457 2.94262  0.382
H -5.09729 5.20819 4.70781  0.365
H -4.67023 4.02788 3.48524  0.353
H -3.06275 3.81198 7.51342  0.373
H -4.46868 4.81220 7.14624  0.431
H -2.89725 5.33133 6.61971  0.294
H -5.25555 2.08603 4.94050  0.338
H -5.76105 3.19455 6.20025  0.417
H -4.56515 1.94726 6.57079  0.441
H 0.16030 2.22481 4.46488  0.445
H 0.54852 3.58007 3.39435  0.447
H -0.61415 2.38068 2.87279  0.150
C 6.01745 -3.03727 -4.61865  -1.776
C 6.48243 -4.07389 -3.55676  1.775
C 6.05329 -5.50336 -3.98754  -1.224
C 4.56360 -5.77948 -3.80102  -0.511
C 4.11487 -5.44104 -2.38554  -1.183
C 4.49684 -4.00249 -1.95104  1.681
N 5.94156 -3.68604 -2.21027  0.235
O 6.70385 -4.35494 -1.23530  -0.494
C 3.58862 -2.97950 -2.68551  -1.161
C 4.10275 -3.81725 -0.44897  -1.712
C 8.04413 -4.00072 -3.62643  -1.784
H 5.89291 -2.04103 -4.17841  0.339
H 6.74968 -2.92336 -5.42752  0.472
H 5.08443 -3.31968 -5.11106  0.312
H 6.61284 -6.25024 -3.40737  0.391
H 6.31785 -5.67616 -5.03835  0.336
H 3.97494 -5.21583 -4.53290  0.299
H 4.36179 -6.83884 -4.00374  0.384
H 3.02654 -5.58046 -2.31483  0.347
H 4.55391 -6.17225 -1.69264  0.369
H 3.89782 -1.95038 -2.46863  0.423
H 2.54518 -3.07765 -2.36131  -0.130
H 3.56547 -3.10794 -3.76637  0.238
H 4.57876 -4.55413 0.20793  0.357
H 3.02139 -3.93825 -0.30838  0.384
H 4.36944 -2.81623 -0.09149  0.449
H 8.40734 -3.00860 -3.33187  0.437
H 8.40169 -4.19401 -4.64649  0.433
H 8.53203 -4.74861 -2.99187  0.353

## Properties
Strongest force on any atom   9.4 eV/Å
Total charge   0
Multiplicity   3
E   -65855.5927 eV
⟨S²⟩   2.01
HOMO energy (alpha / beta)   -8.94 / -9.09 eV



# 2
# C25H46FN6O2

A cluster of 3 separate species, C25H46FN6O2 in total in a non-equilibrium geometry (ωB97M-V/def2-TZVPD, the Open Molecules 2025 dataset).

Last column: Mulliken charge in e.
Element x y z (Å)
C 1.94882 -1.44169 -2.72699  -0.819
C 3.00589 -0.78276 -1.66397  -0.202
C 2.39987 0.41004 -0.71838  -0.444
O 0.94693 0.36849 -0.50565  -0.246
N 0.28259 1.25054 -1.26816  0.467
C 0.52645 1.81942 -2.64678  -0.023
N -0.67029 2.73752 -2.85956  -0.518
C -1.58556 2.66149 -1.62041  0.285
N -2.78548 3.29095 -1.39705  -0.081
C -3.66433 3.14331 -0.17094  -0.586
C -4.26778 1.59224 -0.00757  0.258
O -4.21864 0.69483 -1.00245  -0.544
C -4.89313 1.19777 1.46809  0.413
C -3.84769 1.17374 2.75452  -0.085
C -4.47196 0.83116 4.23805  -0.438
C -6.08381 0.53329 4.32632  -0.293
C -7.12341 0.51262 3.04177  -0.415
C -6.50062 0.85788 1.56179  -0.378
N -0.87894 1.71760 -0.67321  0.006
F -1.16833 1.27833 0.57451  -0.108
H 1.78724 -2.59801 -2.49887  0.307
H 2.41305 -1.33846 -3.81249  0.188
H 0.89118 -0.94322 -2.76028  0.251
H 3.33922 -1.66762 -0.93528  0.330
H 3.90760 -0.36197 -2.27919  0.141
H 2.80513 1.47322 -1.07982  0.314
H 2.89425 0.26047 0.35824  0.319
H 1.44584 1.57264 -3.32918  0.427
H -3.16050 3.90427 -2.18139  0.302
H -3.03794 3.38209 0.80444  0.297
H -4.60506 3.84292 -0.15198  0.381
H -2.69891 1.38742 2.65358  0.181
H -3.73941 0.82481 5.15313  0.339
H -6.55098 0.30601 5.38436  0.312
H -8.27379 0.26146 3.13170  0.320
H -7.12078 0.89907 0.55821  0.317
C -4.09765 -6.50031 5.44472  -1.415
C -3.98868 -5.23405 4.59950  -0.315
N -3.72436 -4.02158 5.37896  0.162
C -3.90318 -2.78651 4.60670  -0.681
C -2.96159 -2.54669 3.43192  -0.778
C -2.54357 -4.04947 6.24369  -0.665
C -1.19308 -4.32052 5.58791  -0.955
H -4.85271 -6.38846 6.22972  0.328
H -4.39469 -7.34402 4.81232  0.430
H -3.14387 -6.76521 5.91099  0.295
H -4.94766 -5.11755 4.07924  0.417
H -3.22935 -5.39043 3.82582  0.268
H -3.85147 -1.92403 5.28448  0.287
H -4.93201 -2.77503 4.22358  0.320
H -1.96412 -2.25336 3.76265  0.199
H -3.34586 -1.72401 2.81647  0.248
H -2.87393 -3.42109 2.78090  0.300
H -2.70176 -4.80985 7.01750  0.377
H -2.47822 -3.10875 6.80593  0.313
H -1.23053 -5.14218 4.86853  0.242
H -0.46270 -4.59696 6.35622  0.373
H -0.80238 -3.43350 5.08646  0.264
C 4.75007 0.60796 -5.78833  -1.363
C 4.72734 2.03805 -5.25542  -0.311
N 5.75169 2.31026 -4.24345  0.195
C 5.54526 3.58044 -3.53791  -0.473
C 5.64307 4.86449 -4.35393  -1.040
C 7.13596 2.02984 -4.62817  -0.695
C 7.68760 2.74684 -5.85655  -0.949
H 4.67325 -0.11936 -4.97349  0.230
H 3.89966 0.44891 -6.46028  0.431
H 5.65869 0.39827 -6.36080  0.340
H 3.73791 2.19284 -4.80714  0.306
H 4.80034 2.73082 -6.10062  0.272
H 6.24316 3.64349 -2.69241  0.438
H 4.55100 3.54970 -3.07327  0.111
H 6.67654 5.11293 -4.60014  0.221
H 5.24707 5.70246 -3.76721  0.426
H 5.06205 4.81730 -5.27927  0.262
H 7.23491 0.95069 -4.79438  0.367
H 7.80075 2.22903 -3.77747  0.361
H 6.98870 2.74352 -6.69653  0.248
H 8.60048 2.24388 -6.19398  0.370
H 7.96115 3.77927 -5.63260  0.267

## Properties
Strongest force on any atom   8.3 eV/Å
Total charge   +1
E   -42398.1463 eV
HOMO energy   -9.57 eV